Entry 1:
This record from the OMol25 dataset describes an isolated molecule of C3H10N2S. The level of theory is wB97M-V/def2-TZVPD.

CARTESIAN COORDINATES (ANGSTROEM)
S  3.25  -0.17  -0.05
N  -0.65  -0.23  0.26
N  0.61  -0.23  -0.38
C  -1.49  0.88  -0.15
C  1.59  0.58  0.26
C  -1.29  -1.51  0.07
H  -1.60  -1.68  -0.97
H  -1.76  0.83  -1.22
H  -0.59  -2.29  0.36
H  -2.17  -1.56  0.71
H  0.55  -0.07  -1.39
H  1.40  0.55  1.33
H  3.90  0.62  0.79
H  -2.41  0.85  0.43
H  -0.98  1.82  0.04
H  1.65  1.62  -0.09

ΔE to the lowest compared entry with this formula, charge and spin = 34.21 kcal/mol
HOMO = -8.86 eV
total charge = 0
M = 106.19 g/mol
gap between HOMO and LUMO = 9.8 eV
multiplicity = 1
SMILES = CN(C)NCS

Entry 2:
This record from the OMol25 dataset describes a cluster of 2 separate species, C4H6N2 in total. The level of theory is wB97M-V/def2-TZVPD.

CARTESIAN COORDINATES (ANGSTROEM)
N  -1.82  -1.30  -1.61
N  1.93  0.27  0.17
C  -1.02  1.29  0.57
C  1.82  -0.78  -0.53
C  -1.80  0.21  0.50
C  -1.82  -0.62  -0.67
H  -0.36  1.59  -0.24
H  2.51  -1.63  -0.48
H  -2.43  -0.10  1.32
H  -1.00  1.90  1.47
H  2.74  0.21  0.79
H  1.00  -0.86  -1.24

ΔE to the lowest compared entry with this formula, charge and spin = 48.14 kcal/mol
HOMO = -10.11 eV
total charge = 0
M = 82.11 g/mol
gap between HOMO and LUMO = 10.8 eV
multiplicity = 1
SMILES = C=CC#N.C=N

Entry 3:
This record from the OMol25 dataset describes a cluster of 11 separate species, C15H52N12O11 in total. The level of theory is wB97M-V/def2-TZVPD.

CARTESIAN COORDINATES (ANGSTROEM)
O  0.72  -1.82  -0.04
O  1.71  2.22  4.97
O  1.31  -2.39  -4.17
O  -2.92  -0.14  -4.89
O  -3.35  3.43  1.17
O  3.69  0.81  0.26
O  0.12  3.08  0.12
O  -2.83  -2.94  0.08
O  -5.12  -1.84  1.56
O  3.80  4.51  -3.00
O  3.02  -5.75  2.12
N  3.43  -1.35  0.90
N  4.23  3.14  -1.25
N  0.90  0.44  0.11
N  5.28  -0.15  1.57
N  -1.08  4.88  -0.54
N  -1.14  -0.51  0.26
N  1.20  4.86  -0.81
N  -3.11  -5.14  -0.44
N  -1.02  -4.28  -0.05
N  1.95  -3.76  1.71
N  2.71  2.50  -2.83
N  1.99  -5.42  0.13
C  3.60  3.43  -2.43
C  -2.34  -4.05  -0.13
C  0.08  4.17  -0.47
C  4.14  -0.19  0.84
C  0.44  -3.18  -3.39
C  -3.51  -0.94  -2.69
C  0.18  -0.69  0.03
C  -2.95  2.15  1.65
C  -3.37  1.49  -3.23
C  2.71  2.60  2.81
C  2.39  -5.01  1.37
C  -2.76  0.10  -3.50
C  1.37  2.54  3.61
C  0.77  3.92  3.67
C  -4.93  -2.47  2.80
H  -3.57  -0.67  -1.64
H  -2.14  -0.56  -5.26
H  1.69  1.25  5.01
H  3.22  1.65  2.98
H  -3.38  1.84  2.60
H  -2.79  2.28  -3.70
H  -5.30  -1.92  3.67
H  2.12  -2.90  -4.25
H  -1.48  0.40  0.53
H  -1.80  4.39  -0.02
H  2.35  2.51  -3.77
H  -5.52  -3.39  2.82
H  -3.88  -2.69  2.98
H  -4.52  -1.09  -3.06
H  -3.44  1.68  -2.16
H  0.75  -4.24  -3.43
H  -1.86  -1.22  0.27
H  1.55  -4.87  -0.59
H  -3.35  1.40  0.95
H  2.13  4.50  -0.65
H  0.71  1.85  3.08
H  4.72  3.92  -0.83
H  2.57  1.66  -2.29
H  -1.19  5.65  -1.17
H  1.82  -3.18  0.89
H  -0.69  -5.23  -0.05
H  -0.62  -3.05  -3.59
H  3.22  3.53  3.06
H  -0.29  4.00  3.92
H  -0.42  -3.54  0.30
H  0.55  -2.95  -2.32
H  1.30  4.66  4.27
H  2.16  -6.39  -0.07
H  2.43  2.64  1.76
H  1.12  5.71  -1.32
H  3.99  2.29  -0.77
H  -4.42  1.43  -3.54
H  -1.86  2.10  1.69
H  2.61  -1.37  0.30
H  5.77  0.72  1.68
H  0.84  4.38  2.67
H  1.90  0.39  -0.06
H  -2.64  -5.83  -1.00
H  5.55  -0.93  2.13
H  2.22  -3.32  2.57
H  -4.09  -4.96  -0.55
H  3.59  -2.03  1.61
H  -1.73  0.20  -3.14
H  -4.32  -1.90  1.02
H  -3.11  -1.94  -2.90
H  -4.29  3.50  1.36
H  0.48  1.37  0.14

ΔE to the lowest compared entry with this formula, charge and spin = 7.29 kcal/mol
HOMO = -9.68 eV
total charge = 0
M = 576.65 g/mol
gap between HOMO and LUMO = 9.8 eV
multiplicity = 1
SMILES = NC(N)=O.NC(N)=O.NC(N)=O.NC(N)=O.NC(N)=O.NC(N)=O.CC(C)O.CC(C)O.CO.CO.CO

Entry 4:
This record from the OMol25 dataset describes a cluster of 2 separate species, C3H3NOS in total. The level of theory is wB97M-V/def2-TZVPD.

CARTESIAN COORDINATES (ANGSTROEM)
S  0.15  0.91  -0.95
O  0.29  -1.86  -0.25
N  -0.44  1.63  2.59
C  0.55  0.31  0.61
C  0.08  1.01  1.79
C  0.48  -1.20  0.70
H  0.69  -1.54  1.79
H  0.47  -0.34  -1.39
H  2.07  0.14  0.93

ΔE to the lowest compared entry with this formula, charge and spin = 83.50 kcal/mol
HOMO (alpha / beta) = -6.40 / -11.11 eV
total charge = 0
M = 101.13 g/mol
gap between HOMO and LUMO (alpha / beta) = 6.7 / 7.1 eV
multiplicity = 3

Entry 5:
This record from the OMol25 dataset describes a cluster of 2 separate species, C6H13ClN3O2S in total. The level of theory is wB97M-V/def2-TZVPD.

CARTESIAN COORDINATES (ANGSTROEM)
Cl  3.77  -1.99  1.42
S  -0.06  2.33  0.02
O  -0.89  3.23  0.78
O  0.90  1.59  0.79
N  2.03  -1.20  -0.33
N  -1.40  -1.87  0.97
N  -1.66  -0.06  -0.55
C  2.97  -1.96  -0.09
C  -1.51  -0.52  0.73
C  0.77  3.19  -1.27
C  -1.14  1.08  -0.88
C  -1.76  0.36  1.72
C  -0.70  -2.65  -0.09
H  3.23  -2.83  -0.70
H  -0.47  -3.67  0.28
H  0.37  -2.13  -0.36
H  0.26  4.21  -1.33
H  0.98  2.71  -2.23
H  1.83  3.51  -0.88
H  -1.27  -2.81  -1.07
H  -1.92  -0.77  -1.28
H  -1.32  1.38  -1.98
H  -1.23  -2.22  1.92
H  1.85  -0.41  0.29
H  -1.59  0.16  2.76
H  -2.04  1.33  1.36

ΔE to the lowest compared entry with this formula, charge and spin = 29.87 kcal/mol
HOMO (alpha / beta) = -12.31 / -12.31 eV
total charge = +1
M = 226.71 g/mol
gap between HOMO and LUMO (alpha / beta) = 6.6 / 6.6 eV
multiplicity = 1

| no. | largest force on an atom (Eh/bohr) |
| --- | --- |
| 1 | 0.0161 |
| 2 | 0.0218 |
| 3 | 0.0453 |
| 4 | 0.0792 |
| 5 | 0.0982 |